No. 1
11
Properties=species:S:1:pos:R:3 method="wB97M-V/def2-TZVPD" charge=+2 homo_ev=-17.98 max_force_ha_per_bohr=0.0883
O -1.30658 -0.57358 1.67262
S -1.16727 0.82612 1.48945
O -2.62668 1.41643 1.03690
Cl -3.30202 0.36820 -0.13792
O -0.27176 1.08514 0.01750
P 0.92557 0.08141 -0.15362
O 1.84283 0.75837 -1.24902
O 0.31249 -1.19799 -0.96245
H 2.44793 1.39252 -0.80631
H 0.57356 -1.95511 -0.43911
Zn 2.57194 -2.20151 -0.46805

---

No. 2
56
Properties=species:S:1:pos:R:3 method="wB97M-V/def2-TZVPD" relative_energy_kcal_mol=23.3 charge=-1 homo_ev=-7.19 max_force_ha_per_bohr=0.0720
Cl -0.05205 -0.11171 0.35850
O 0.56995 -1.25371 -0.23850
O -1.22705 -0.45971 1.14850
O 1.00795 0.58129 1.19050
O -0.47705 0.84129 -0.71650
O -1.77105 -2.26871 -1.50050
H -1.04805 -1.71771 -1.85450
H -2.10405 -2.66771 -2.32950
O 2.90595 -2.31171 1.35950
H 3.61795 -2.79271 1.80250
H 2.78095 -2.77671 0.49750
O 0.06495 2.91629 -2.19150
H 0.06895 2.36329 -1.39050
H 0.96295 3.17929 -2.25450
O 2.36795 1.89229 3.36550
H 1.83795 1.47929 2.67350
H 3.08895 1.26029 3.33550
O -0.33805 3.18929 1.22750
H -0.02105 3.78829 1.94350
H 0.40295 2.58629 1.11250
O -2.83105 -0.41171 3.60750
H -2.78205 0.34129 3.00350
H -3.49805 -1.04971 3.27050
O -1.73805 -2.90271 1.65350
H -2.68105 -2.95671 1.52350
H -1.64005 -1.99871 1.32150
O -3.15705 2.06729 1.16550
H -2.31805 2.07729 0.78950
H -3.61405 2.92229 1.10250
O -0.22305 -4.32471 -0.99450
H -0.62605 -3.47371 -1.13850
H 0.09795 -4.62271 -1.84550
O -3.99605 -0.69671 -0.64950
H -3.99105 0.22529 -0.86950
H -3.05705 -1.01471 -0.50450
O 2.21995 3.14429 0.59050
H 2.95395 3.57329 1.03750
H 1.64895 3.83329 0.32850
O 1.53495 0.60329 -2.56350
H 2.10495 0.54929 -1.79950
H 2.14795 0.19729 -3.21850
O 3.19295 0.75429 -0.46850
H 2.50695 0.16329 -0.10550
H 3.00895 1.62829 -0.14150
O 1.51895 -1.13171 3.45850
H 2.01195 -1.77071 2.86650
H 1.05995 -0.55271 2.89450
O -2.75605 1.83629 -1.74250
H -2.42205 2.71829 -2.02350
H -2.01905 1.23729 -1.77350
O -0.91405 -0.25071 -3.43350
H -0.77505 0.02529 -4.30450
H -0.13905 0.08629 -2.98950
O 2.51795 -2.71671 -1.61650
H 1.72095 -2.26071 -1.96050
H 2.29195 -3.56471 -2.00950

---

No. 3
6
Properties=species:S:1:pos:R:3 method="wB97M-V/def2-TZVPD" relative_energy_kcal_mol=51.7 homo_ev="-9.69 / -9.70" max_force_ha_per_bohr=0.0494
N -0.30017 -0.66961 -0.45056
N 1.41538 0.48429 0.13509
Cl 2.70810 -0.54141 0.23058
H -0.36115 -0.35047 -1.40708
H -0.96144 -0.14418 0.11717
H 1.04386 0.69041 1.06163

---

No. 4
7
Properties=species:S:1:pos:R:3 method="wB97M-V/def2-TZVPD" relative_energy_kcal_mol=14.8 homo_ev=-10.35 smiles="NP=O.Cl" max_force_ha_per_bohr=0.0578
N -0.96220 0.74421 -1.42313
O 0.75349 -0.43285 0.08051
P -0.52703 0.26656 0.11016
Cl 1.72451 -1.13624 3.01136
H -1.85890 1.36219 -1.33514
H -0.50706 0.81158 -2.36179
H 1.37719 -1.61546 1.91803

---

No. 5
7
Properties=species:S:1:pos:R:3 method="wB97M-V/def2-TZVPD" relative_energy_kcal_mol=112.9 homo_ev=-8.75 smiles="N=[S@@H](=P)Cl" max_force_ha_per_bohr=0.0497
N 0.10061 -1.48420 0.35224
P -0.71677 1.14214 1.40892
S -0.05620 -0.05929 -0.08426
Cl 1.88063 0.53585 -1.06652
H 0.80037 -2.15911 0.36874
H -1.18470 1.83624 0.26281
H -0.82393 0.18838 -1.24192

---

No. 6
9
Properties=species:S:1:pos:R:3 method="wB97M-V/def2-TZVPD" relative_energy_kcal_mol=53.9 homo_ev=-11.93 max_force_ha_per_bohr=0.0750
O -1.29447 1.01802 -0.00221
O 0.57128 2.58055 -0.38378
O 0.93262 0.17957 0.27270
Si 0.09753 -1.14715 0.68659
S -0.00833 1.27319 -0.43222
Cl -0.09679 0.69335 -2.33308
H -0.50696 -0.93338 2.04914
H -0.75378 -1.33572 -0.45980
H 1.05890 -2.32843 0.60267